1.
169
Properties=species:S:1:pos:R:3 method="wB97M-V/def2-TZVPD" gap_ev=8.51 total_energy_ev=-136118.0858 homo_ev=-8.29 smiles="C#CC[C@]1(CC)C(=O)O[C@@H](CCCSC(=S)N(CC)CC)[C@]1(CC)C[C@H](C)Cl.CCOC(=O)OC.CCOC(=O)OC.CCOC(=O)OC.CCOC(=O)OC.CCOC(=O)OC.CCOC(=O)OC.CCOC(=O)OC" de_lowest_kcal_mol=0.00 fmax_ev_per_a=1.2
C -1.0830 -4.7257 -3.1743
C -0.7830 -3.9973 -2.2767
C -0.3475 -3.0996 -1.2104
C 1.1788 -2.8537 -1.2515
C 1.9158 -4.1946 -1.4424
C 1.4554 -5.3510 -0.5420
C 1.6050 -2.3072 0.1314
O 1.5649 -2.8774 1.1814
O 2.0421 -1.0332 0.0285
C 1.3952 -0.5343 -1.1732
C 1.8759 0.8703 -1.4598
C 0.9750 1.8745 -0.7013
C -0.1661 2.4635 -1.5449
S -1.7678 2.2777 -0.6838
C -2.7180 1.2246 -1.7660
S -2.9473 1.6815 -3.3293
N -3.2811 0.1343 -1.1830
C -3.4475 0.1344 0.2911
C -2.2466 -0.4171 1.0723
C -4.4165 -0.4389 -1.9274
C -4.0006 -1.3438 -3.0863
C 1.6364 -1.6689 -2.1808
C 3.1552 -1.7387 -2.4146
C 3.6502 -2.6693 -3.5338
C 0.7607 -1.4249 -3.4337
C 1.4108 -0.7428 -4.6515
C 0.5850 0.4112 -5.2152
Cl 1.6301 -1.9541 -5.9874
H -1.4067 -5.3750 -3.9484
H -0.9059 -2.1665 -1.3114
H -0.6212 -3.5400 -0.2535
H 2.9825 -4.0446 -1.3123
H 1.7605 -4.4956 -2.4741
H 0.9430 -5.0139 0.3512
H 0.7761 -6.0041 -1.0819
H 2.3080 -5.9435 -0.2252
H 0.3428 -0.4944 -0.8821
H 1.8481 1.0937 -2.5244
H 2.8900 1.0003 -1.0922
H 1.5916 2.7019 -0.3544
H 0.5650 1.4145 0.1944
H -0.2732 1.9874 -2.5150
H -0.0381 3.5291 -1.6923
H -3.7124 1.1256 0.6492
H -4.3021 -0.4942 0.5054
H -1.9009 0.3090 1.8010
H -1.4090 -0.6035 0.4066
H -2.5079 -1.3384 1.5834
H -5.0642 0.3640 -2.2769
H -4.9947 -1.0284 -1.2252
H -2.9805 -1.1376 -3.3893
H -4.6257 -1.1570 -3.9544
H -4.0781 -2.3884 -2.8072
H 3.5167 -0.7307 -2.6146
H 3.6391 -2.0235 -1.4866
H 2.8652 -3.3259 -3.8875
H 4.4632 -3.3017 -3.1880
H 3.9848 -2.1114 -4.4006
H -0.0587 -0.7764 -3.1151
H 0.2904 -2.3379 -3.7799
H 2.4065 -0.3825 -4.4233
H -0.4496 0.3562 -4.9015
H 1.0051 1.3613 -4.8875
H 0.6321 0.4167 -6.2979
C -5.2849 -6.5154 2.3137
C -5.2447 -5.3581 3.2865
O -3.9405 -5.1962 3.8700
C -3.0453 -4.5762 3.1039
O -3.2460 -4.1292 2.0008
O -1.8877 -4.5410 3.7562
C -0.8166 -3.9506 3.0096
H -4.9362 -7.4286 2.7964
H -6.3059 -6.6733 1.9657
H -4.6523 -6.3183 1.4495
H -5.9005 -5.5389 4.1355
H -5.5449 -4.4254 2.8108
H -1.1219 -2.9791 2.6276
H -0.5268 -4.5951 2.1821
H 0.0209 -3.8335 3.6886
C -9.6563 2.8075 2.3697
C -8.5036 3.2780 3.2282
O -7.2368 2.8800 2.6753
C -6.7927 3.6358 1.6726
O -7.3329 4.6119 1.2222
O -5.6441 3.1153 1.2401
C -5.0607 3.7955 0.1212
H -9.5866 1.7320 2.2029
H -10.6047 3.0230 2.8620
H -9.6470 3.3030 1.3997
H -8.5446 2.7995 4.2046
H -8.5232 4.3573 3.3723
H -4.9527 4.8585 0.3220
H -5.6704 3.6513 -0.7695
H -4.0866 3.3365 -0.0161
C 6.6060 6.7180 -2.6985
C 5.1145 6.6862 -2.4570
O 4.6934 5.4482 -1.8538
C 4.8991 5.3570 -0.5421
O 5.3646 6.2082 0.1692
O 4.4892 4.1504 -0.1430
C 4.7046 3.8902 1.2473
H 6.9164 5.8526 -3.2846
H 6.8736 7.6203 -3.2484
H 7.1553 6.7046 -1.7578
H 4.5681 6.7323 -3.3967
H 4.7920 7.5189 -1.8334
H 4.2800 4.6799 1.8623
H 5.7682 3.7927 1.4564
H 4.2017 2.9507 1.4574
C -15.2978 4.6489 5.9160
C -14.9239 3.2037 5.6746
O -13.5280 3.0602 5.3530
C -12.6984 3.0947 6.3928
O -13.0073 3.2026 7.5505
O -11.4516 2.9826 5.9296
C -10.4406 3.0611 6.9393
H -15.0096 5.2631 5.0625
H -16.3750 4.7344 6.0585
H -14.8009 5.0355 6.8043
H -15.4436 2.8054 4.8059
H -15.1604 2.5797 6.5352
H -10.6281 2.3532 7.7427
H -10.3914 4.0706 7.3439
H -9.5031 2.8217 6.4468
C 6.3050 -5.6794 6.1135
C 5.7793 -4.2924 6.4086
O 5.9633 -3.3994 5.2963
C 5.0736 -3.5244 4.3131
O 4.1497 -4.2974 4.2887
O 5.3793 -2.6461 3.3609
C 4.5564 -2.7365 2.1898
H 7.3472 -5.6317 5.7961
H 6.2415 -6.2985 7.0085
H 5.7231 -6.1541 5.3249
H 6.3353 -3.8289 7.2209
H 4.7249 -4.3160 6.6810
H 3.5021 -2.6993 2.4396
H 4.7770 -3.6603 1.6545
H 4.8210 -1.8821 1.5732
C 7.4308 9.8920 -9.4445
C 6.3306 9.3735 -8.5460
O 6.8336 8.9897 -7.2528
C 7.0455 9.9932 -6.4049
O 6.8304 11.1590 -6.6103
O 7.5379 9.4822 -5.2742
C 7.8634 10.4621 -4.2822
H 8.2358 9.1605 -9.5196
H 7.0365 10.0796 -10.4431
H 7.8431 10.8221 -9.0565
H 5.8952 8.4612 -8.9481
H 5.5374 10.1088 -8.4194
H 7.0201 11.1232 -4.0976
H 8.7263 11.0466 -4.5955
H 8.1012 9.9089 -3.3784
C 5.2849 -6.7169 2.1360
C 5.7629 -6.5631 0.7104
O 6.8857 -7.4146 0.4193
C 6.5828 -8.6852 0.1649
O 5.4780 -9.1621 0.1305
O 7.7208 -9.3509 -0.0350
C 7.5526 -10.7503 -0.2796
H 6.1112 -6.5558 2.8301
H 4.5044 -5.9883 2.3548
H 4.8812 -7.7142 2.3067
H 6.1363 -5.5557 0.5316
H 4.9643 -6.7650 -0.0033
H 6.8477 -10.9184 -1.0903
H 7.2007 -11.2531 0.6196
H 8.5358 -11.1201 -0.5528

---

2.
162
Properties=species:S:1:pos:R:3 method="wB97M-V/def2-TZVPD" gap_ev="2.91 / 2.91" charge=+1 total_energy_ev=-90490.6919 homo_ev="-9.40 / -9.40" multiplicity=2 de_lowest_kcal_mol=18.17 fmax_ev_per_a=4.5
Ag 2.0481 4.8601 -5.5612
C -0.4805 2.9687 -0.4637
C 0.3689 2.0729 -1.4338
C -0.4788 1.1597 -2.3032
O 1.3414 2.9492 -2.0725
H 0.1278 3.6475 0.1340
H -1.1368 2.3412 0.1393
H -1.2006 3.5617 -1.0275
H 0.8482 1.2837 -0.8545
H -1.1788 0.4949 -1.7972
H 0.1659 0.5333 -2.9197
H -0.9092 1.8303 -3.0470
C 9.8856 4.5146 0.7583
C 9.1753 3.0654 0.8273
C 9.8567 2.2368 2.0060
C 9.4047 2.7461 3.4110
C 7.9056 2.6085 3.3918
C 7.0848 3.2807 2.2526
N 7.6650 2.8776 0.9177
O 7.1056 3.6880 0.0058
C 5.5619 2.8499 2.2836
C 7.0851 4.7865 2.6072
C 9.5919 2.3255 -0.5200
H 10.3495 4.8439 1.6880
H 9.2420 5.2968 0.3558
H 10.6898 4.5926 0.0267
H 9.4661 1.2427 1.7882
H 10.9140 2.0508 1.8171
H 9.6847 3.7979 3.4684
H 9.9457 2.2469 4.2149
H 7.5581 3.0348 4.3329
H 7.5261 1.5867 3.3961
H 5.4503 2.0316 1.5721
H 5.1049 2.3637 3.1455
H 4.8576 3.6554 2.0760
H 6.3239 5.0297 3.3485
H 8.1205 5.1145 2.6988
H 6.7585 5.4954 1.8464
H 9.1593 1.3279 -0.5952
H 10.6692 2.2244 -0.6519
H 9.2362 2.8981 -1.3766
H 6.2367 3.2916 -0.0916
C -1.9791 -3.8195 3.7194
C -1.6959 -3.2679 5.1791
C -2.9642 -2.5031 5.5467
C -4.1273 -3.4343 6.0428
C -3.7741 -4.3611 7.1846
C -2.4341 -5.1091 6.9818
N -1.4244 -4.2347 6.2842
O -0.1392 -4.8439 6.1639
C -1.9352 -5.5957 8.3861
C -2.6939 -6.3986 6.0950
C -0.5762 -2.1300 5.0632
H -2.9063 -4.3701 3.5608
H -1.2117 -4.5520 3.4691
H -1.9445 -2.9888 3.0145
H -2.7633 -1.9059 6.4361
H -3.1827 -1.8390 4.7104
H -4.4414 -4.0254 5.1825
H -4.9712 -2.8012 6.3170
H -4.5884 -5.0665 7.3500
H -3.7908 -3.7490 8.0863
H -2.5750 -6.2896 8.9314
H -0.9506 -6.0558 8.3034
H -1.7568 -4.7232 9.0147
H -3.6356 -6.8977 6.3237
H -2.7560 -6.0596 5.0609
H -1.8634 -7.1043 6.1167
H 0.4334 -2.5390 5.0232
H -0.5159 -1.4759 5.9331
H -0.8063 -1.5443 4.1732
H -0.2664 -5.3891 5.3841
C -6.6699 1.7918 -3.0094
C -8.0280 1.8851 -2.0979
C -8.9954 0.7619 -2.5988
C -8.6037 -0.7235 -2.1992
C -8.4700 -0.6981 -0.6551
C -7.4328 0.3387 -0.1567
N -7.7049 1.6599 -0.6818
O -6.9277 2.6530 -0.0900
C -7.9198 0.3928 1.3924
C -5.9533 -0.0860 -0.3929
C -8.7826 3.2687 -2.2412
H -6.7561 2.6226 -3.7098
H -6.5612 0.8608 -3.5658
H -5.7456 1.9591 -2.4564
H -10.0219 1.0768 -2.4115
H -9.0378 0.6490 -3.6821
H -7.7015 -1.0736 -2.7007
H -9.4496 -1.3834 -2.3918
H -8.0852 -1.6397 -0.2635
H -9.5030 -0.6893 -0.3072
H -7.9226 -0.5807 1.8829
H -7.2061 1.0369 1.9061
H -8.9271 0.8058 1.4475
H -5.3022 0.7242 -0.0645
H -5.8240 -0.9736 0.2263
H -5.8081 -0.2646 -1.4584
H -8.1768 4.1333 -1.9700
H -9.5901 3.3179 -1.5107
H -9.2242 3.4139 -3.2271
H -6.0863 2.4635 -0.5118
O 4.7271 1.3707 -6.1141
C 5.6908 0.6215 -5.8647
O 6.6509 0.3349 -6.7617
C 7.6125 -0.5664 -6.2313
C 6.8181 -1.3180 -5.1646
C 5.8832 -0.2584 -4.6154
H 8.4237 -0.0967 -5.6751
H 8.1074 -1.2041 -6.9638
H 7.4610 -1.5979 -4.3301
H 6.3474 -2.1865 -5.6253
H 6.3306 0.3409 -3.8224
H 4.9685 -0.6637 -4.1829
O -0.8699 2.3190 -7.8148
C -1.7185 1.9841 -8.6303
O -2.7406 1.2359 -8.2079
C -3.6082 0.9153 -9.2194
C -2.8837 1.2356 -10.5561
C -1.7357 2.1508 -10.1847
H -4.5472 1.4607 -9.1241
H -3.7782 -0.1572 -9.3143
H -3.6393 1.6376 -11.2310
H -2.5667 0.2814 -10.9770
H -1.9793 3.2036 -10.3275
H -0.8000 1.7718 -10.5957
O 7.1319 -3.8011 0.5396
C 5.9993 -3.5675 0.1416
O 5.4172 -4.4637 -0.6455
C 4.0520 -4.1506 -0.8440
C 3.7213 -3.2110 0.2576
C 5.0562 -2.4559 0.4315
H 3.3584 -4.9809 -0.7109
H 3.9905 -3.7264 -1.8462
H 3.3536 -3.8017 1.0966
H 2.9768 -2.4999 -0.1003
H 5.3337 -2.0506 1.4046
H 5.1958 -1.6480 -0.2867
O 0.9500 -3.0964 -5.8829
C -0.0144 -3.7666 -5.4256
O -0.0416 -4.1222 -4.1371
C -1.2506 -4.7393 -3.7424
C -2.1281 -4.5201 -4.9325
C -1.2354 -4.3841 -6.1278
H -1.6305 -4.2589 -2.8407
H -0.9711 -5.7874 -3.6348
H -2.7546 -3.6443 -4.7631
H -2.8623 -5.3191 -5.0355
H -1.6316 -3.6701 -6.8499
H -0.8955 -5.2590 -6.6818
O -3.7798 3.5406 8.3219
C -3.3483 3.9423 7.2501
O -2.0377 3.7490 6.8864
C -1.7163 4.2818 5.5858
C -3.0426 4.5975 4.9655
C -4.0502 4.6509 6.0836
H -1.1883 3.5274 5.0026
H -1.1516 5.1935 5.7807
H -3.2707 3.8879 4.1701
H -3.0177 5.5589 4.4525
H -4.9509 4.0713 5.8813
H -4.1984 5.6717 6.4359